{"formula": "C36H107N5O15", "method": "wB97M-V/def2-TZVPD", "lumo_ha": 0.000, "total_energy_ev": -77218.3169, "charge": 0, "homo_ev": -9.08, "relative_energy_kj_mol": 509.2, "homo_lumo_gap_ev": 9.0932, "symbols": ["C", "C", "C", "O", "H", "H", "H", "H", "H", "H", "H", "H", "C", "C", "C", "O", "H", "H", "H", "H", "H", "H", "H", "H", "C", "C", "C", "O", "H", "H", "H", "H", "H", "H", "H", "H", "C", "C", "C", "O", "C", "N", "H", "H", "H", "H", "H", "H", "H", "H", "H", "H", "H", "C", "C", "C", "O", "C", "N", "H", "H", "H", "H", "H", "H", "H", "H", "H", "H", "H", "C", "C", "C", "O", "C", "N", "H", "H", "H", "H", "H", "H", "H", "H", "H", "H", "H", "C", "C", "C", "O", "C", "N", "H", "H", "H", "H", "H", "H", "H", "H", "H", "H", "H", "C", "C", "C", "O", "C", "N", "H", "H", "H", "H", "H", "H", "H", "H", "H", "H", "H", "C", "O", "H", "H", "H", "H", "C", "O", "H", "H", "H", "H", "C", "O", "H", "H", "H", "H", "C", "O", "H", "H", "H", "H", "C", "O", "H", "H", "H", "H", "C", "O", "H", "H", "H", "H", "C", "O", "H", "H", "H", "H"], "coordinates": [[1.0802, -9.3968, 3.8309], [0.0827, -8.2407, 4.0411], [0.1403, -7.1727, 2.8690], [-1.2232, -8.7225, 4.3099], [1.2671, -9.9614, 4.7445], [2.0862, -9.0915, 3.5430], [0.5623, -10.1026, 3.1815], [0.3606, -7.6726, 4.9288], [1.1170, -6.7311, 2.6713], [-0.4790, -6.3161, 3.1353], [-0.1778, -7.5966, 1.9165], [-1.2887, -9.5922, 4.7110], [-6.3202, -14.9906, 10.7149], [-7.3592, -14.9390, 11.8463], [-7.2499, -16.0542, 12.9463], [-7.1894, -13.7054, 12.6772], [-6.6057, -14.2464, 9.9714], [-6.3066, -16.0476, 10.4490], [-5.3380, -14.7792, 11.1377], [-8.3555, -14.9498, 11.4044], [-8.1360, -15.9086, 13.5642], [-6.4078, -15.9705, 13.6333], [-7.2223, -17.0414, 12.4849], [-7.5375, -12.9823, 12.1505], [-7.6828, -19.1507, 4.7510], [-9.1636, -19.3603, 4.4859], [-9.6260, -18.4913, 3.3381], [-9.3612, -20.6844, 4.1489], [-7.3122, -18.1298, 4.6594], [-7.1579, -19.6197, 3.9188], [-7.3011, -19.6079, 5.6639], [-9.7824, -19.0674, 5.3341], [-9.6030, -18.9657, 2.3570], [-9.1940, -17.5013, 3.1920], [-10.6974, -18.3353, 3.4639], [-9.3929, -21.1356, 4.9956], [6.5800, -24.4344, 6.6500], [5.5838, -23.8955, 7.7209], [4.2909, -23.3580, 7.2288], [3.4929, -22.5631, 8.0329], [3.9457, -21.1929, 8.2307], [5.3869, -24.8967, 8.7851], [6.6071, -23.7887, 5.7722], [6.1677, -25.3843, 6.3099], [7.5737, -24.6701, 7.0309], [6.1030, -23.1453, 8.3174], [3.6106, -24.0840, 6.7837], [4.4842, -22.7713, 6.3308], [4.0804, -20.6920, 7.2720], [4.9660, -21.4625, 8.5036], [3.5124, -20.6005, 9.0365], [4.8722, -24.4889, 9.5525], [6.2247, -25.0703, 9.3218], [-2.6433, -13.9748, 4.7296], [-2.5565, -13.9355, 6.3048], [-1.0866, -14.2143, 6.8678], [-0.9404, -13.9204, 8.2327], [0.4523, -13.9300, 8.6764], [-3.0166, -12.6697, 6.7535], [-2.5557, -15.0168, 4.4221], [-1.7892, -13.4087, 4.3581], [-3.5607, -13.5358, 4.3374], [-3.2462, -14.6698, 6.7209], [-0.3708, -13.6199, 6.2999], [-0.8196, -15.2661, 6.7653], [0.6070, -14.1124, 9.7399], [1.0313, -13.0571, 8.3748], [1.0126, -14.7258, 8.1858], [-2.5542, -12.5590, 7.6446], [-4.0170, -12.7179, 6.8834], [6.0789, -9.7287, 8.0091], [6.4734, -9.4467, 9.4386], [7.9432, -9.2986, 9.6792], [8.5766, -10.5401, 9.3987], [9.8177, -10.7692, 10.1883], [5.7834, -8.1286, 9.7604], [6.6367, -9.1683, 7.2588], [5.0257, -9.5363, 7.8042], [6.1249, -10.8023, 7.8266], [6.0460, -10.2611, 10.0235], [7.9787, -9.1245, 10.7546], [8.4662, -8.5154, 9.1304], [10.3174, -9.8054, 10.2860], [10.3633, -11.5003, 9.5918], [9.6225, -11.0755, 11.2160], [6.0599, -7.4047, 9.1126], [4.8002, -8.3329, 9.6526], [2.3793, -18.3380, 1.2154], [1.3778, -17.8044, 2.2536], [0.5862, -18.9878, 2.9451], [-0.3560, -18.3147, 3.7575], [-1.1773, -19.2058, 4.5497], [2.0279, -16.8505, 3.1804], [1.9228, -18.6473, 0.2751], [2.9918, -19.1834, 1.5290], [3.0689, -17.5593, 0.8897], [0.7187, -17.1523, 1.6804], [1.2972, -19.5156, 3.5808], [0.1405, -19.6600, 2.2119], [-1.7863, -18.5880, 5.2096], [-0.5645, -19.8294, 5.2006], [-1.8636, -19.8615, 4.0138], [2.3961, -17.3082, 4.0021], [1.3094, -16.3051, 3.6347], [5.6394, -12.1245, 18.1381], [5.1255, -10.9245, 17.4733], [3.5611, -11.0916, 17.5715], [3.1333, -11.8452, 16.4329], [1.7785, -12.1808, 16.4358], [5.6119, -9.7454, 18.1829], [5.6426, -12.0302, 19.2240], [6.6281, -12.2793, 17.7059], [5.0349, -13.0103, 17.9432], [5.4283, -10.9711, 16.4272], [3.0321, -10.1547, 17.3972], [3.2589, -11.5274, 18.5238], [1.6447, -12.9983, 15.7274], [1.1540, -11.3089, 16.2413], [1.5205, -12.4614, 17.4569], [6.6086, -9.6909, 18.0294], [5.1201, -8.9973, 17.7153], [7.6277, -16.7823, 6.6718], [6.2418, -16.7471, 6.9754], [7.7038, -17.4993, 5.8544], [8.0120, -15.8402, 6.2807], [8.2081, -17.2352, 7.4756], [6.0007, -16.3334, 7.8074], [6.0657, -14.5337, 13.1790], [6.2891, -15.5800, 12.2888], [6.4557, -14.7864, 14.1650], [6.4118, -13.5576, 12.8390], [4.9930, -14.4605, 13.3582], [7.1741, -15.9308, 12.4127], [-0.6922, -17.3553, 13.0585], [-0.9476, -18.6426, 13.6602], [-0.9755, -17.2723, 12.0093], [-1.1327, -16.5673, 13.6693], [0.3689, -17.1390, 13.1827], [-1.5345, -18.5389, 14.4128], [-0.9520, -14.1796, -1.9531], [-1.4235, -14.2327, -3.3008], [-1.7906, -13.9002, -1.3153], [-0.7786, -15.2385, -1.7618], [-0.1464, -13.4534, -1.8447], [-0.6578, -14.2755, -3.8782], [0.0268, -8.4378, 10.0340], [0.1891, -7.1283, 9.7478], [0.6217, -8.9493, 9.2774], [0.1237, -8.7355, 11.0781], [-0.9939, -8.6875, 9.7444], [-0.4081, -6.9023, 9.0310], [-8.4878, -8.1880, 9.8019], [-7.7970, -9.3698, 10.1907], [-8.7046, -7.8064, 10.7996], [-7.7315, -7.6152, 9.2652], [-9.2547, -8.5327, 9.1082], [-7.6701, -9.8263, 9.3557], [-8.7229, -13.0390, 5.8369], [-8.2666, -11.8227, 6.4227], [-9.7373, -12.9297, 5.4533], [-8.0771, -13.4949, 5.0865], [-8.7418, -13.7133, 6.6931], [-8.2991, -11.1374, 5.7512]], "atomic_forces_ev_per_a": [[-0.69, 0.03, 0.58], [1.47, 0.61, 0.02], [-0.74, -0.85, 0.61], [-0.74, 0.68, -0.96], [-0.32, 0.09, 0.39], [-0.29, 0.10, -0.63], [0.58, -0.02, -0.59], [0.37, 0.06, 0.18], [0.34, -0.47, 0.51], [-0.34, -0.17, -0.11], [-0.28, -0.05, 0.06], [0.62, -0.05, -0.01], [-0.49, -0.28, 1.72], [1.32, 0.67, 2.16], [-0.52, 0.68, -1.02], [-0.45, -1.13, -1.25], [0.29, -0.46, -0.39], [-0.01, 0.20, -0.99], [0.01, 0.22, -0.10], [-0.16, -0.04, 0.16], [-0.07, -0.42, 0.00], [0.27, 0.36, -0.43], [-0.22, -0.08, 0.12], [0.03, 0.30, 0.01], [0.85, 0.06, -0.48], [1.11, 2.10, -0.23], [-1.42, 0.25, -0.96], [-0.73, -1.32, 0.15], [-0.44, 0.29, 0.53], [0.00, -0.39, -0.05], [-0.17, 0.04, 0.12], [0.10, -0.12, 0.38], [0.55, -0.42, 0.10], [0.34, -0.12, 0.54], [-0.17, 0.20, 0.05], [-0.02, -0.57, -0.14], [-1.62, -0.29, 0.15], [2.16, -0.31, 2.03], [-0.63, 0.68, -2.59], [-1.90, 1.03, 1.77], [2.44, -2.27, -0.56], [-0.60, -1.07, 0.41], [0.29, 0.17, 0.16], [-0.02, -0.16, -0.12], [-0.09, 0.41, 0.16], [0.16, 1.10, -0.85], [0.13, -0.75, 0.58], [0.64, 0.35, -0.38], [-0.69, 0.33, -0.07], [0.50, 1.27, 0.54], [-0.63, -0.58, -0.34], [-0.98, 0.33, -0.25], [0.82, -0.25, -0.66], [0.96, -0.61, 1.51], [0.57, -1.02, -0.82], [-0.68, -0.17, -0.95], [0.84, 0.59, 1.49], [-0.17, -0.52, -1.08], [0.47, 1.27, 0.49], [0.00, 0.03, -0.36], [-0.06, 0.03, -0.25], [-0.01, -0.06, 0.30], [0.28, -0.76, -0.09], [0.06, 0.19, -0.31], [-0.13, -0.22, -0.56], [-0.84, 0.26, 0.03], [-0.50, 0.58, 0.05], [-0.26, -0.49, -0.18], [-0.45, 0.61, 0.49], [-0.02, 0.31, 0.20], [-0.17, -1.37, -0.81], [-1.58, 2.26, -1.66], [0.29, -1.24, 1.13], [1.22, -0.58, 0.94], [-1.71, 0.99, -1.26], [0.73, -1.36, 1.35], [0.25, -0.09, 0.08], [-0.13, 0.36, 0.36], [0.62, -0.11, -0.43], [0.20, 0.32, 0.55], [0.48, 0.46, 0.18], [-0.35, 0.37, -0.11], [0.47, -0.08, -0.32], [0.18, 0.13, 0.42], [-0.33, -0.44, -0.10], [-0.06, -0.11, -0.24], [-0.12, 0.48, -0.06], [0.34, 0.04, -0.31], [0.40, -0.51, -0.32], [0.81, 2.34, -0.21], [-1.32, -1.28, 0.48], [0.49, 0.76, 0.28], [-0.34, -0.44, 0.26], [-0.51, -0.17, 0.15], [-0.03, -0.03, 0.38], [0.02, 0.20, 0.37], [-0.54, -0.33, 0.09], [0.13, -0.39, 0.04], [-0.15, -0.05, -0.04], [0.05, 0.17, -0.14], [0.26, -0.12, -0.04], [0.18, 0.10, -0.60], [0.61, -0.59, -0.06], [-0.42, 0.32, -0.33], [1.15, -1.65, 0.23], [-2.20, -0.37, 0.57], [0.28, 1.38, -1.93], [1.32, -0.58, 0.17], [0.16, 0.24, 0.89], [-1.05, -0.31, -0.47], [0.33, 0.25, -0.02], [0.37, -0.53, 0.67], [0.08, -0.05, -0.40], [-0.36, 0.26, -0.27], [0.10, 0.65, 0.74], [0.00, -0.17, 0.05], [-0.27, 0.19, 0.08], [-0.18, 0.09, -0.52], [-0.37, -0.61, 0.05], [0.09, 0.41, -0.03], [0.55, 0.79, 0.16], [-0.48, -0.74, -0.25], [-0.43, -0.10, -0.31], [0.00, 0.03, -0.13], [0.10, 0.17, 0.45], [0.21, 0.49, 0.21], [0.59, 0.14, 0.06], [-0.66, 0.15, 1.10], [0.14, -0.59, -0.84], [0.37, 0.31, 0.11], [0.26, -0.02, -0.07], [-0.12, 0.07, -0.30], [0.00, 0.09, -0.01], [0.48, -0.03, 1.41], [0.01, 0.35, -0.68], [-0.20, -0.29, 0.16], [-0.53, 0.09, -0.32], [0.24, -0.23, -0.44], [0.00, 0.12, -0.14], [-0.94, -0.80, -0.70], [-0.27, 0.76, -0.36], [0.02, 0.24, -0.12], [1.00, 0.24, 0.95], [0.22, -0.42, 0.27], [-0.03, -0.03, -0.03], [-1.44, -2.22, -1.37], [0.48, 3.46, 0.28], [0.54, -1.10, 0.74], [0.64, 0.28, -0.14], [-0.36, -0.60, 0.35], [0.15, 0.17, 0.11], [1.41, -1.03, 0.35], [0.35, -1.08, -0.27], [-0.92, 0.83, -0.71], [-0.47, 0.86, 0.01], [-0.74, 0.91, 0.42], [0.36, -0.54, 0.19], [-0.24, -0.16, 1.04], [0.21, 0.05, -0.50], [-0.02, -0.08, -0.12], [0.22, 0.37, -0.15], [-0.20, -0.27, -0.21], [0.07, 0.11, -0.03]]}